Computed, not measured: 6 unconnected molecules or ions with the total composition C15H42O6 at a distorted geometry, with ωB97M-V/def2-TZVPD.

Values from the calculation:
molecular weight: 318.49 g/mol
E_LUMO: 0.49 eV
SMILES: CC(C)O.CC(C)O.CC(C)O.CC(C)O.CC(C)O.O
HOMO level: -9.792 eV
ΔE to the lowest compared entry with this formula, charge and spin: 17.39 kcal per mole
2S+1: 1
Kohn-Sham gap: 10.3 eV
calculated total energy: -1048.12417 hartree

Last column: Löwdin charge in e.
Positions of all 63 atoms, in Å:
1 C -5.918 5.990 -15.721  -0.06
2 C -4.490 5.637 -16.121  -0.51
3 C -3.690 6.851 -16.505  -0.05
4 O -3.811 4.933 -15.067  -0.06
5 H -6.475 5.130 -15.348  0.08
6 H -6.475 6.338 -16.597  0.08
7 H -5.925 6.790 -14.980  0.08
8 H -4.530 4.895 -16.931  0.12
9 H -3.509 7.472 -15.623  0.09
10 H -4.290 7.506 -17.137  0.08
11 H -2.743 6.549 -16.948  0.07
12 H -4.229 4.078 -14.934  0.08
13 C 0.160 0.612 -17.980  -0.06
14 C 0.565 -0.640 -17.219  -0.50
15 C 1.457 -1.600 -17.968  -0.06
16 O 1.219 -0.297 -15.987  -0.05
17 H -0.666 1.094 -17.453  0.06
18 H -0.242 0.348 -18.963  0.08
19 H 0.958 1.344 -18.084  0.07
20 H -0.383 -1.135 -16.962  0.13
21 H 1.863 -2.370 -17.312  0.08
22 H 2.294 -1.082 -18.439  0.08
23 H 0.857 -2.112 -18.723  0.08
24 H 0.615 0.268 -15.495  0.08
25 C -3.075 5.808 -20.453  -0.04
26 C -3.937 4.954 -21.371  -0.50
27 C -4.751 5.754 -22.367  -0.05
28 O -3.136 3.931 -21.968  -0.06
29 H -3.652 6.426 -19.760  0.07
30 H -2.485 6.491 -21.075  0.08
31 H -2.408 5.226 -19.817  0.07
32 H -4.678 4.449 -20.743  0.13
33 H -5.284 6.543 -21.832  0.08
34 H -5.463 5.143 -22.917  0.08
35 H -4.113 6.285 -23.084  0.08
36 H -2.579 4.362 -22.625  0.10
37 C 1.547 5.368 -19.025  -0.06
38 C 1.314 5.364 -17.507  -0.51
39 C 1.364 3.938 -16.969  -0.06
40 O 2.235 6.159 -16.812  -0.03
41 H 2.622 5.326 -19.238  0.08
42 H 1.217 6.326 -19.438  0.07
43 H 1.080 4.514 -19.509  0.08
44 H 0.261 5.677 -17.426  0.12
45 H 0.498 3.409 -17.366  0.04
46 H 1.377 3.928 -15.882  0.08
47 H 2.204 3.398 -17.419  0.08
48 H 2.432 6.970 -17.289  0.09
49 C -3.863 0.173 -18.655  -0.05
50 C -3.634 0.765 -20.030  -0.46
51 C -4.559 0.233 -21.107  -0.05
52 O -3.878 2.190 -19.883  -0.10
53 H -3.509 -0.862 -18.630  0.08
54 H -4.931 0.101 -18.444  0.08
55 H -3.335 0.751 -17.902  0.07
56 H -2.589 0.665 -20.341  0.13
57 H -5.604 0.402 -20.847  0.09
58 H -4.454 -0.854 -21.197  0.08
59 H -4.304 0.657 -22.078  0.08
60 H -3.778 2.597 -20.757  0.04
61 O -1.960 3.200 -17.998  -0.06
62 H -2.603 3.539 -17.368  0.03
63 H -2.490 2.841 -18.729  0.00


Computed, not measured: 7 unconnected molecules or ions with the total composition C15H43O7 at a distorted geometry, with ωB97M-V/def2-TZVPD.

Values from the calculation:
net charge: -1
molecular weight: 335.50 g/mol
E_LUMO: 2.60 eV
HOMO level: -1.913 eV
ΔE to the lowest compared entry with this formula, charge and spin: 65.97 kcal per mole
2S+1: 1
Kohn-Sham gap: 4.5 eV
calculated total energy: -1123.79543 hartree

Last column: Löwdin charge in e.
Positions of all 65 atoms, in Å:
1 C 0.786 -1.330 -1.036  -0.09
2 C -0.584 -1.670 -0.411  -0.66
3 C -1.613 -0.601 -0.873  -0.08
4 O -1.077 -2.947 -0.642  -0.36
5 H 1.536 -2.107 -0.884  0.05
6 H 1.184 -0.360 -0.737  0.04
7 H 0.697 -1.302 -2.122  0.04
8 H -0.400 -1.547 0.656  0.08
9 H -1.406 0.370 -0.424  0.03
10 H -2.585 -0.772 -0.411  0.04
11 H -1.877 -0.594 -1.931  0.05
12 C 0.240 -0.036 4.701  -0.06
13 C 0.624 -0.506 3.320  -0.52
14 C 1.901 0.046 2.660  -0.03
15 O 0.765 -1.904 3.333  -0.04
16 H -0.213 0.954 4.757  0.07
17 H 1.142 -0.107 5.309  0.08
18 H -0.460 -0.743 5.146  0.07
19 H -0.242 -0.239 2.714  0.11
20 H 1.709 1.115 2.756  0.07
21 H 2.002 -0.294 1.630  0.05
22 H 2.797 -0.252 3.205  0.08
23 H -0.046 -2.305 3.653  0.09
24 C 2.084 4.137 -1.167  -0.08
25 C 0.980 3.163 -1.297  -0.56
26 C 0.624 2.787 0.183  -0.04
27 O -0.086 3.642 -1.966  -0.01
28 H 1.637 4.965 -0.617  0.08
29 H 2.459 4.383 -2.160  0.08
30 H 2.761 3.770 -0.395  0.08
31 H 1.395 2.293 -1.806  0.14
32 H 1.334 2.170 0.736  0.06
33 H -0.340 2.279 0.149  0.05
34 H 0.411 3.615 0.858  0.08
35 H 0.134 3.675 -2.900  0.10
36 C -5.833 0.989 2.011  -0.07
37 C -4.507 0.369 1.579  -0.48
38 C -3.148 0.987 2.179  -0.03
39 O -4.710 -0.901 2.057  -0.06
40 H -6.040 2.014 1.705  0.07
41 H -5.781 0.939 3.098  0.07
42 H -6.665 0.329 1.765  0.08
43 H -4.413 0.289 0.496  0.13
44 H -3.102 0.997 3.268  0.07
45 H -2.836 1.952 1.779  0.06
46 H -2.289 0.442 1.789  0.04
47 H -4.763 -0.867 3.015  0.09
48 C 3.526 -2.932 -3.847  -0.14
49 O 2.267 -2.209 -3.843  -0.12
50 H 3.527 -3.902 -4.345  0.07
51 H 4.404 -2.399 -4.214  0.07
52 H 3.716 -3.065 -2.782  0.06
53 H 2.324 -1.541 -4.531  0.06
54 C -1.163 -0.048 -4.914  -0.18
55 O -1.839 -1.227 -5.261  -0.12
56 H -1.960 0.691 -4.831  0.07
57 H -0.891 -0.121 -3.861  0.06
58 H -0.396 0.172 -5.656  0.08
59 H -2.134 -1.037 -6.154  0.06
60 C 4.058 -2.117 0.589  -0.15
61 O 3.516 -2.901 1.672  -0.11
62 H 5.059 -1.796 0.874  0.07
63 H 4.238 -2.686 -0.323  0.06
64 H 3.389 -1.298 0.324  0.05
65 H 4.168 -2.868 2.377  0.06


Computed, not measured: a molecular structure, C15H45AlO8 at a distorted geometry, with ωB97M-V/def2-TZVPD.

Values from the calculation:
net charge: +2
molecular weight: 380.50 g/mol
E_LUMO: -12.44 eV
HOMO level: -14.712 eV
2S+1: 1
Kohn-Sham gap: 2.3 eV
calculated total energy: -1441.90362 hartree

Last column: Löwdin charge in e.
Positions of all 69 atoms, in Å:
1 Al 2.071 1.576 -1.896  1.18
2 C -0.686 0.046 0.633  -0.10
3 O -0.204 0.066 -0.679  -0.14
4 H -0.718 1.046 1.064  0.12
5 H -1.682 -0.387 0.726  0.11
6 H -0.129 -0.503 1.392  0.08
7 C 2.108 -3.310 -3.832  -0.03
8 C 1.771 -1.854 -4.253  -0.28
9 O 1.353 -1.043 -3.219  -0.14
10 H 2.576 -3.763 -4.707  0.09
11 H 1.171 -3.722 -3.456  0.06
12 H 2.859 -3.310 -3.043  0.08
13 H 0.865 -1.764 -4.851  0.13
14 H 2.669 -1.421 -4.693  0.13
15 H 0.640 -1.502 -2.769  0.04
16 C -4.670 2.139 -2.320  -0.05
17 C -3.668 1.552 -1.328  -0.26
18 O -2.720 0.842 -2.056  0.01
19 H -5.364 2.860 -1.888  0.09
20 H -5.271 1.321 -2.717  0.09
21 H -4.319 2.733 -3.164  0.09
22 H -4.113 0.961 -0.527  0.14
23 H -3.139 2.436 -0.972  0.11
24 H -1.923 0.609 -1.573  0.04
25 C -0.724 5.031 1.268  -0.06
26 C -1.042 3.935 0.244  -0.30
27 O 0.186 3.640 -0.397  -0.17
28 H -0.206 5.875 0.814  0.09
29 H -0.145 4.595 2.083  0.06
30 H -1.600 5.407 1.796  0.09
31 H -1.808 4.214 -0.478  0.11
32 H -1.378 3.174 0.949  0.10
33 H 0.515 4.482 -0.721  0.09
34 C 1.498 2.594 3.115  -0.05
35 C 2.425 2.887 1.944  -0.32
36 O 2.680 1.839 1.085  -0.15
37 H 1.425 3.434 3.807  0.09
38 H 1.923 1.739 3.641  0.08
39 H 0.505 2.221 2.864  0.06
40 H 3.430 3.185 2.241  0.13
41 H 2.036 3.624 1.242  0.10
42 H 2.680 1.063 1.649  0.03
43 C 2.841 -1.211 1.925  -0.06
44 C 2.900 -1.891 0.517  -0.25
45 O 3.116 -0.926 -0.501  -0.15
46 H 1.958 -0.575 1.985  0.02
47 H 3.747 -0.676 2.211  0.10
48 H 2.679 -1.921 2.736  0.08
49 H 1.989 -2.471 0.367  0.11
50 H 3.763 -2.557 0.514  0.13
51 H 3.883 -1.274 -0.961  0.10
52 C -1.870 -3.424 -3.657  -0.08
53 C -1.895 -2.473 -2.603  -0.29
54 O -0.675 -2.513 -1.860  -0.01
55 H -1.325 -3.045 -4.522  0.09
56 H -2.858 -3.549 -4.100  0.11
57 H -1.498 -4.400 -3.346  0.11
58 H -2.810 -2.720 -2.064  0.14
59 H -1.945 -1.459 -2.999  0.13
60 H -0.601 -1.822 -1.197  0.05
61 C 0.133 -1.393 4.474  -0.07
62 C -0.704 -2.678 4.148  -0.28
63 O -1.410 -3.072 5.307  -0.03
64 H -0.524 -0.655 4.935  0.08
65 H 0.457 -0.915 3.550  0.01
66 H 1.056 -1.583 5.022  0.08
67 H -0.039 -3.467 3.798  0.11
68 H -1.354 -2.313 3.352  0.10
69 H -0.896 -3.566 5.950  0.11


The highest molecular weight belongs to which entry? C15H45AlO8